40
Properties=species:S:1:pos:R:3:forces:R:3 method="wB97M-V/def2-TZVPD" total_charge=+2 molar_mass_g_mol=384.71 energy_ev=-49744.0546 homo_ev="-13.176 / -17.361" s_squared=6.023 spin_multiplicity=5 orbital_gap_ha="0.245 / 0.223" lumo_energy_ha="-0.2394 / -0.4148"
Pd 0.927 -0.351 -0.950 -0.392 -0.184 -0.559
H 2.530 -0.431 -1.668 0.151 -0.808 -0.396
H 2.271 -1.231 -1.651 0.661 0.548 -0.352
P 0.950 1.960 -0.845 -0.295 4.094 0.123
P -0.493 -2.184 -0.786 -2.512 -2.533 0.260
C -0.498 -3.053 0.793 0.313 0.255 0.401
H -1.030 -4.003 0.638 0.151 0.183 0.108
H 0.525 -3.244 1.140 -0.266 -0.130 -0.015
H -1.027 -2.429 1.526 0.142 -0.331 -0.188
C -2.244 -1.913 -1.127 0.124 0.595 -0.145
H -2.357 -1.443 -2.111 -0.089 -0.108 0.188
H -2.735 -2.896 -1.116 0.101 0.188 0.010
H -2.655 -1.258 -0.349 -0.002 -0.257 -0.307
C 0.080 -3.389 -1.995 0.632 0.504 -0.362
H 1.117 -3.662 -1.768 -0.205 -0.159 -0.145
H -0.568 -4.271 -1.934 0.055 0.097 0.028
H 0.026 -2.945 -2.996 0.012 -0.231 0.126
C -0.593 2.876 -0.986 -0.480 -0.438 -0.167
H -0.357 3.935 -1.146 0.034 -0.183 0.046
H -1.169 2.495 -1.832 -0.022 0.134 0.033
H -1.176 2.761 -0.067 0.117 0.093 -0.235
C 1.670 2.680 0.645 0.173 -0.353 0.593
H 2.615 2.194 0.901 -0.010 0.165 0.048
H 1.856 3.747 0.459 -0.049 -0.189 0.003
H 0.955 2.571 1.475 0.452 0.134 -0.319
C 1.990 2.564 -2.187 0.165 -0.678 -0.511
H 1.561 2.238 -3.141 0.131 0.130 0.093
H 2.044 3.659 -2.162 -0.069 -0.183 0.132
H 2.995 2.142 -2.088 -0.046 0.198 -0.099
C 1.570 -0.488 0.932 2.475 -1.042 5.566
O 1.843 -0.571 2.042 -0.928 0.341 -2.827
H -0.230 0.202 -2.029 -0.426 0.099 -1.478
C -0.941 0.060 3.786 -0.196 0.302 0.017
S -1.665 0.859 2.348 2.142 -2.119 1.190
O -3.097 0.982 2.602 -0.071 0.573 -0.764
O -0.945 2.131 2.211 -1.262 -0.231 -0.304
O -1.359 -0.057 1.218 -0.520 1.340 0.399
H -1.578 0.298 4.644 0.224 -0.026 -0.124
H 0.057 0.486 3.916 -0.190 -0.057 0.051
H -0.868 -1.024 3.658 -0.225 0.268 -0.118